1.
11
Properties=species:S:1:pos:R:3:forces:R:3 method="wB97M-V/def2-TZVPD" e_above_lowest_kj_mol=114.8 gap_ev=6.459 total_charge=-1 multiplicity=1
C 0.9073 0.1315 0.2045 1.1128 -2.2313 -2.5420
C -0.1675 -0.6417 -0.2746 1.2408 -0.4575 -0.5590
C -1.0495 1.0142 0.9367 1.0920 2.7853 0.7905
N 0.3526 1.1493 0.9305 -0.9913 1.9007 2.2992
N -0.2761 -1.7580 -1.2681 0.0759 2.1223 -1.1645
O 2.1565 0.0378 -0.0279 -0.6140 0.0353 0.3767
O -1.8072 1.8469 1.4543 0.1806 -1.2232 -0.2870
O -1.3803 -0.0194 0.2096 -0.1665 -1.0027 -0.5557
H 0.8982 1.8531 1.5435 -1.5386 -1.9161 -1.6671
H 0.6290 -2.1861 -1.4053 0.4785 -0.3599 1.4278
H -0.2630 -1.4276 -2.3032 -0.8703 0.3472 1.8812



2.
12
Properties=species:S:1:pos:R:3:forces:R:3 method="wB97M-V/def2-TZVPD" e_above_lowest_kj_mol=0.0 gap_ev=8.967 total_charge=-1 multiplicity=1
C -0.3140 1.6658 0.2323 -2.1598 1.8736 1.1492
C 0.4428 0.0989 -1.2530 0.3384 -1.0972 0.7059
C 0.6875 -1.7201 0.4226 0.3342 -0.2176 0.1266
N 0.2412 -0.6645 -0.2080 -0.6798 0.9541 -0.4715
N -1.4058 2.2808 0.4967 0.5228 0.6568 0.9184
O 0.9953 -0.0992 -2.3193 -0.2043 0.5427 -0.0133
O 1.7309 -1.8545 1.0445 -0.3893 -0.3713 -0.2460
O -0.2250 1.3273 -1.0024 0.7049 -1.0711 -4.1068
O -0.2718 -2.7076 0.5063 2.5124 -1.7375 2.1966
H 0.5937 1.4179 0.7313 0.3592 0.2162 1.4746
H -1.4591 2.8315 1.3625 0.4821 -0.8570 -0.0780
H -1.0159 -2.5762 -0.0134 -1.8209 1.1085 -1.6556



3.
13
Properties=species:S:1:pos:R:3:forces:R:3 method="wB97M-V/def2-TZVPD" e_above_lowest_kj_mol=93.6 gap_ev=8.725 total_charge=-1 multiplicity=1
C 0.4735 -0.5427 -0.6841 -3.6939 0.3939 -0.3532
C -2.0793 -1.2863 0.5492 1.3468 2.1909 -0.3886
C -1.2899 -0.2018 -0.7024 1.7556 -3.6648 -1.4727
N 0.9879 -0.3917 0.5315 0.3035 -0.5846 2.8132
N -1.4913 1.0873 -0.2343 -1.7509 3.2850 -2.7127
O -2.7496 -2.1441 0.0881 -1.2433 -1.9017 -1.4883
O -2.2525 1.8334 -0.9512 0.7648 -1.2759 1.2616
O 1.0742 -0.9113 -1.6602 -0.1296 -0.1332 -0.3649
O -1.7965 -0.8524 1.6351 0.5497 0.1685 1.7654
O -0.9462 1.5374 0.7454 0.3688 -0.2267 0.6703
H -1.8419 -0.4875 -1.7289 1.7009 1.2458 2.4190
H 0.2892 -0.1630 1.3619 1.8943 -0.8686 -2.3066
H 1.8949 -0.9448 0.6439 -1.8666 1.3715 0.1575



E, record by record: -12282.975; -14331.179; -16375.861 eV